{
  "formula": "C15H41N7O18",
  "method": "ωB97M-V with the def2-TZVPD basis set",
  "species": ["C", "N", "O", "O", "H", "H", "H", "C", "N", "O", "O", "H", "H", "H", "C", "N", "O", "O", "H", "H", "H", "C", "N", "O", "O", "H", "H", "H", "C", "N", "O", "O", "H", "H", "H", "C", "N", "O", "O", "H", "H", "H", "C", "N", "O", "O", "H", "H", "H", "C", "O", "C", "C", "O", "C", "H", "H", "H", "H", "H", "H", "H", "H", "H", "H", "C", "O", "C", "C", "O", "C", "H", "H", "H", "H", "H", "H", "H", "H", "H", "H"],
  "positions_angstrom": [[9.71, -25.35, 18.04], [10.59, -26.46, 17.67], [10.11, -27.55, 17.72], [11.74, -26.24, 17.26], [10.24, -24.49, 18.44], [8.97, -25.60, 18.81], [9.26, -25.18, 17.06], [13.05, -21.95, 20.02], [12.38, -23.29, 20.31], [12.54, -24.21, 19.56], [11.62, -23.20, 21.25], [14.02, -22.16, 19.58], [13.08, -21.47, 21.00], [12.44, -21.39, 19.31], [5.83, -26.49, 19.30], [5.89, -25.63, 18.06], [4.81, -25.12, 17.69], [6.92, -25.67, 17.33], [5.40, -25.85, 20.07], [6.81, -26.82, 19.67], [5.27, -27.35, 18.94], [4.89, -19.45, 22.67], [3.69, -18.59, 22.73], [3.74, -17.49, 22.19], [2.65, -18.99, 23.28], [4.92, -19.79, 23.71], [5.78, -18.83, 22.60], [4.87, -20.30, 21.99], [12.47, -22.98, 24.43], [12.14, -21.53, 24.41], [12.84, -20.73, 24.93], [11.06, -21.28, 23.82], [11.66, -23.36, 23.81], [12.45, -23.44, 25.42], [13.46, -23.17, 24.00], [4.27, -23.67, 26.59], [3.98, -24.40, 25.38], [3.92, -25.62, 25.43], [3.88, -23.71, 24.37], [5.32, -23.35, 26.58], [4.03, -24.28, 27.45], [3.62, -22.80, 26.71], [9.24, -18.89, 19.95], [7.91, -19.20, 19.44], [6.86, -18.83, 19.98], [7.99, -19.82, 18.40], [9.52, -17.96, 19.45], [9.91, -19.71, 19.67], [9.20, -18.84, 21.04], [12.91, -17.75, 20.97], [12.12, -18.25, 19.90], [12.88, -18.44, 18.73], [11.94, -18.83, 17.52], [11.31, -20.06, 17.84], [10.47, -20.43, 16.80], [13.30, -16.76, 20.74], [13.72, -18.41, 21.28], [12.26, -17.53, 21.82], [13.55, -19.30, 18.85], [13.38, -17.55, 18.36], [12.50, -18.86, 16.59], [11.22, -18.02, 17.37], [10.03, -21.41, 17.01], [11.11, -20.66, 15.95], [9.66, -19.74, 16.56], [7.07, -22.51, 19.23], [7.24, -23.75, 19.84], [8.36, -23.85, 20.78], [8.30, -23.02, 22.15], [7.09, -23.31, 22.89], [7.06, -22.57, 24.03], [8.05, -22.19, 18.87], [6.71, -21.77, 19.95], [6.32, -22.67, 18.46], [9.25, -23.67, 20.18], [8.53, -24.89, 21.06], [8.22, -21.95, 21.97], [9.21, -23.21, 22.72], [7.97, -22.65, 24.63], [6.25, -22.89, 24.68], [6.99, -21.49, 23.85]],
  "total_charge": 1,
  "largest_force_ev_per_a": 3.48,
  "s2": 0.7546,
  "spin_multiplicity": 2,
  "energy_ha": -2332.5499
}



{
  "formula": "C15H44BrO14P3Ta",
  "method": "ωB97M-V with the def2-TZVPD basis set",
  "species": ["C", "C", "O", "C", "O", "Ta", "C", "C", "C", "Br", "H", "H", "H", "H", "H", "H", "H", "H", "H", "H", "H", "H", "H", "H", "H", "H", "H", "C", "O", "P", "O", "O", "C", "O", "C", "H", "H", "H", "H", "H", "H", "H", "H", "H", "C", "O", "P", "O", "O", "C", "O", "C", "H", "H", "H", "H", "H", "H", "H", "H", "H", "C", "O", "P", "O", "O", "C", "O", "C", "H", "H", "H", "H", "H", "H", "H", "H", "H"],
  "positions_angstrom": [[0.87, -6.28, -0.53], [1.64, -5.73, -1.82], [2.25, -4.50, -1.44], [0.66, -5.62, -3.07], [0.26, -4.29, -3.41], [-1.70, -3.79, -2.71], [-3.79, -3.45, -1.78], [-4.42, -4.87, -1.42], [-5.24, -5.59, -2.57], [-5.28, -4.71, -4.33], [1.23, -5.71, 0.38], [-0.23, -6.11, -0.64], [1.02, -7.40, -0.41], [2.41, -6.53, -2.05], [2.43, -3.95, -2.22], [1.24, -6.05, -3.96], [-0.18, -6.34, -2.90], [-2.22, -5.55, -3.03], [-1.09, -4.16, -1.00], [-1.25, -2.01, -2.53], [-2.31, -3.39, -4.42], [-3.60, -2.93, -0.79], [-4.46, -2.76, -2.36], [-5.05, -4.77, -0.50], [-3.55, -5.54, -1.16], [-4.78, -6.61, -2.71], [-6.27, -5.80, -2.16], [1.79, -1.78, 1.33], [0.46, -1.40, 1.00], [-0.24, 0.06, 1.59], [-1.67, -0.42, 1.46], [0.18, 0.89, 0.23], [1.46, 0.78, -0.38], [-0.66, 1.54, 2.36], [0.40, 2.20, 3.04], [1.79, -2.84, 1.60], [2.43, -1.67, 0.46], [2.20, -1.20, 2.16], [1.45, -0.02, -1.12], [2.24, 0.60, 0.37], [1.69, 1.71, -0.89], [1.17, 2.53, 2.33], [0.85, 1.53, 3.78], [0.00, 3.08, 3.55], [5.05, 0.48, -6.10], [3.97, 0.11, -5.24], [3.32, 1.18, -4.07], [2.77, 0.05, -3.23], [2.14, 1.65, -5.13], [2.42, 2.00, -6.47], [2.73, 2.36, -2.96], [3.31, 3.66, -3.08], [5.77, -0.34, -6.13], [4.67, 0.62, -7.12], [5.55, 1.39, -5.77], [2.34, 1.12, -7.11], [3.40, 2.47, -6.58], [1.67, 2.73, -6.80], [3.05, 4.10, -4.05], [4.40, 3.60, -3.00], [2.93, 4.29, -2.28], [-3.21, 7.35, 5.86], [-2.47, 6.28, 5.27], [-1.15, 5.52, 6.07], [-0.50, 5.04, 4.80], [-2.13, 4.34, 6.67], [-3.40, 4.60, 7.25], [0.11, 4.94, 7.09], [0.14, 5.50, 8.40], [-3.36, 8.13, 5.10], [-4.20, 7.00, 6.16], [-2.70, 7.78, 6.72], [-4.17, 4.56, 6.48], [-3.42, 5.57, 7.76], [-3.62, 3.83, 7.99], [-0.75, 5.21, 8.96], [0.20, 6.59, 8.35], [1.02, 5.12, 8.92]],
  "total_charge": -1,
  "largest_force_ev_per_a": 9.77,
  "energy_ha": -5305.9547
}



{
  "formula": "C15H44F3N3O7",
  "method": "ωB97M-V with the def2-TZVPD basis set",
  "species": ["N", "H", "H", "H", "H", "C", "O", "O", "C", "F", "F", "F", "C", "C", "H", "H", "H", "H", "H", "H", "C", "O", "H", "H", "H", "H", "C", "O", "H", "H", "H", "H", "C", "O", "H", "H", "H", "H", "C", "C", "C", "O", "C", "N", "H", "H", "H", "H", "H", "H", "H", "H", "H", "H", "H", "C", "C", "C", "O", "C", "N", "H", "H", "H", "H", "H", "H", "H", "H", "H", "H", "H"],
  "positions_angstrom": [[-3.41, 11.00, -9.73], [-3.98, 10.16, -9.67], [-3.58, 11.53, -8.88], [-3.63, 11.50, -10.58], [-2.45, 10.74, -9.61], [-4.01, 13.76, -6.46], [-5.08, 13.45, -5.58], [-4.13, 12.81, -7.54], [-4.06, 15.32, -6.78], [-3.07, 15.76, -7.60], [-5.25, 15.67, -7.33], [-3.94, 16.07, -5.61], [-4.78, 12.75, -4.40], [-6.16, 12.42, -3.75], [-6.92, 13.17, -3.94], [-6.54, 11.51, -4.23], [-6.12, 12.22, -2.68], [-4.10, 13.38, -3.82], [-4.29, 11.78, -4.53], [-3.09, 13.65, -5.89], [-6.01, 9.00, -10.86], [-4.72, 8.69, -10.31], [-6.05, 8.60, -11.88], [-6.79, 8.49, -10.30], [-6.29, 10.05, -10.92], [-4.61, 7.74, -10.43], [-6.25, 9.82, -7.46], [-4.95, 9.93, -6.98], [-6.27, 10.29, -8.45], [-6.65, 8.82, -7.57], [-7.02, 10.33, -6.88], [-4.69, 10.85, -6.91], [-0.54, 12.99, -11.44], [0.80, 12.62, -11.08], [-1.20, 13.02, -10.58], [-0.59, 14.01, -11.84], [-1.04, 12.31, -12.13], [1.29, 12.38, -11.86], [-6.02, 13.06, -11.30], [-4.79, 13.48, -12.12], [-4.07, 14.60, -11.41], [-2.93, 15.04, -12.20], [-2.45, 16.35, -11.84], [-3.90, 12.31, -12.18], [-6.73, 13.84, -11.01], [-5.76, 12.64, -10.33], [-6.55, 12.24, -11.79], [-4.99, 13.76, -13.15], [-3.71, 14.29, -10.43], [-4.78, 15.41, -11.25], [-2.13, 16.22, -10.80], [-3.26, 17.06, -11.94], [-1.50, 16.64, -12.30], [-3.09, 12.58, -12.71], [-4.27, 11.64, -12.84], [0.00, 11.95, -7.38], [-0.15, 10.44, -7.91], [-1.18, 9.66, -7.10], [-0.87, 9.77, -5.71], [-1.72, 9.04, -4.84], [-0.59, 10.61, -9.33], [-0.95, 12.48, -7.52], [0.80, 12.46, -7.92], [0.21, 11.93, -6.31], [0.79, 9.91, -7.81], [-1.22, 8.62, -7.42], [-2.16, 10.09, -7.31], [-1.30, 9.19, -3.85], [-1.90, 7.99, -5.08], [-2.68, 9.55, -4.96], [-0.17, 11.43, -9.74], [-0.41, 9.82, -9.93]],
  "largest_force_ev_per_a": 3.42,
  "de_lowest_kcal_mol": 0.00
}



{
  "formula": "C15H45Cd2N2O10",
  "method": "ωB97M-V with the def2-TZVPD basis set",
  "species": ["Cd", "Cd", "C", "O", "H", "H", "H", "C", "O", "H", "H", "H", "C", "O", "H", "H", "H", "C", "O", "C", "C", "N", "C", "C", "O", "C", "H", "H", "H", "H", "H", "H", "H", "H", "H", "H", "H", "H", "H", "H", "H", "C", "O", "C", "C", "N", "C", "C", "O", "C", "H", "H", "H", "H", "H", "H", "H", "H", "H", "H", "H", "H", "H", "H", "H", "O", "H", "H", "O", "H", "H", "O", "H", "H"],
  "positions_angstrom": [[-1.01, 2.45, 2.41], [-3.86, 2.44, 0.61], [1.99, 0.95, 3.01], [0.70, 1.37, 2.78], [2.77, 1.70, 2.95], [2.07, 0.47, 3.99], [2.27, 0.16, 2.31], [-3.53, 4.97, 2.58], [-2.92, 3.79, 2.03], [-3.57, 5.91, 2.02], [-4.49, 4.77, 3.03], [-2.93, 5.32, 3.42], [-1.71, -0.04, 0.52], [-2.11, 1.27, 0.98], [-2.07, -0.31, -0.47], [-0.64, -0.24, 0.63], [-2.18, -0.73, 1.21], [1.16, -0.92, -2.34], [2.55, -0.79, -2.24], [3.07, -0.60, -3.53], [4.65, -0.57, -3.58], [5.26, 0.59, -4.33], [4.89, 1.87, -3.71], [5.56, 3.07, -4.32], [6.90, 3.08, -3.89], [7.61, 4.35, -3.96], [0.64, -0.21, -2.98], [0.84, -0.68, -1.32], [0.99, -1.95, -2.66], [2.58, 0.33, -3.82], [2.74, -1.46, -4.12], [4.90, -1.60, -3.85], [5.02, -0.39, -2.57], [6.17, 0.37, -4.69], [5.11, 1.92, -2.64], [3.82, 2.04, -3.84], [5.18, 3.99, -3.87], [5.64, 3.24, -5.39], [7.47, 4.71, -4.98], [8.68, 4.16, -3.86], [7.29, 5.08, -3.22], [-4.96, -2.44, -1.28], [-4.22, -2.25, -0.06], [-4.73, -3.01, 1.01], [-3.81, -2.97, 2.23], [-2.64, -3.79, 2.14], [-1.90, -3.87, 3.42], [-0.53, -4.40, 3.26], [0.20, -3.74, 2.27], [1.47, -3.26, 2.61], [-4.36, -2.27, -2.17], [-5.86, -1.82, -1.27], [-5.38, -3.44, -1.16], [-4.61, -4.04, 0.69], [-5.77, -2.81, 1.29], [-4.45, -3.38, 3.02], [-3.64, -1.93, 2.51], [-1.96, -3.40, 1.50], [-2.47, -4.40, 4.18], [-1.76, -2.89, 3.88], [-0.53, -5.47, 3.07], [-0.13, -4.37, 4.27], [1.96, -2.79, 1.76], [2.02, -4.14, 2.94], [1.53, -2.59, 3.46], [-0.05, 3.49, 0.44], [-0.37, 4.39, 0.38], [-0.59, 3.00, -0.19], [-5.03, 0.45, -0.11], [-5.63, 0.37, -0.85], [-4.72, -0.44, 0.04], [-4.66, 1.61, 2.52], [-5.05, 0.73, 2.56], [-4.87, 2.01, 3.36]],
  "largest_force_ev_per_a": 2.63,
  "s2": 0.7519,
  "spin_multiplicity": 2,
  "energy_ha": -1795.6066
}